## one
Formula: CH5S3
Source: the OMol25 dataset
Level of theory: the ωB97M-V functional and the def2-TZVPD basis

The calculation puts the LUMO energy at 3.048 eV. Its total charge is -1. Its HOMO-LUMO gap is 5.1 eV.

Cartesian coordinates (Å):
S: -2.306 -3.759 2.500
H: -2.126 -3.057 1.369
C: 1.828 2.141 -1.000
S: 0.361 1.615 -0.078
S: -0.582 0.358 -1.439
H: 2.167 3.101 -0.601
H: 2.614 1.407 -0.887
H: 1.600 2.301 -2.041
H: -3.556 -4.108 2.176

=====

## two
Formula: CH5S3
Source: the OMol25 dataset
Level of theory: the ωB97M-V functional and the def2-TZVPD basis

The calculation puts the LUMO energy at 3.483 eV. Its total charge is -1. Its HOMO-LUMO gap is 5.8 eV.

Cartesian coordinates (Å):
S: 1.148 -1.485 -1.515
H: 1.072 -1.803 -0.223
C: -0.926 0.125 0.796
S: -0.110 1.748 0.977
S: 0.663 2.096 -0.914
H: -1.979 0.240 1.033
H: -0.775 -0.170 -0.235
H: -0.397 -0.606 1.409
H: 1.304 -0.145 -1.330

=====

What are the relative energies? In eV: one 0.189; two 0.000.

=====

## one
Formula: C4H9N5
Source: the OMol25 dataset
Level of theory: the ωB97M-V functional and the def2-TZVPD basis

The calculation puts the LUMO energy at 0.705 eV. Its SMILES is [H]/N=C\NC(=C)N/C(N)=N\[H]. Its total charge is 0. Its HOMO-LUMO gap is 9.5 eV.

Cartesian coordinates (Å):
H: 3.833 -0.755 1.105
N: 3.790 -0.537 0.122
C: 2.558 -0.343 -0.192
N: 1.432 -0.339 0.566
C: 0.339 0.260 -0.014
C: 0.415 1.503 -0.578
N: -0.741 -0.547 -0.062
C: -2.062 -0.123 0.146
N: -3.015 -1.219 -0.224
N: -2.486 0.916 0.799
H: -1.689 1.542 0.999
H: 2.296 0.012 -1.253
H: 1.610 -0.262 1.534
H: -0.441 1.794 -1.134
H: 1.324 2.066 -0.475
H: -0.559 -1.502 0.063
H: -3.876 -0.745 -0.347
H: -2.728 -1.719 -1.054

=====

## two
Formula: C4H9N5
Source: the OMol25 dataset
Level of theory: the ωB97M-V functional and the def2-TZVPD basis

The calculation puts the LUMO energy at 0.568 eV. Its total charge is 0. Its HOMO-LUMO gap is 8.4 eV.

Cartesian coordinates (Å):
C: 3.008 0.689 0.832
C: 1.743 -0.064 0.542
N: 1.284 -0.877 1.387
C: 1.159 0.233 -0.734
C: 0.657 0.448 -1.803
H: 0.414 -1.347 1.128
H: 2.799 1.756 0.872
H: 3.410 0.361 1.784
H: 3.738 0.518 0.043
H: 0.227 0.652 -2.740
N: -2.836 1.129 0.093
N: -1.222 -1.903 0.051
N: -1.939 -0.881 -0.227
N: -2.166 0.053 0.591
H: -3.421 0.946 -0.729
H: -3.331 1.604 0.833
H: -1.164 -2.547 -0.732
H: -2.362 -0.769 -1.189

=====

What are the relative energies? In eV: one 0.000; two 4.632.

=====

## one
Formula: C4H9N5
Source: the OMol25 dataset
Level of theory: the ωB97M-V functional and the def2-TZVPD basis

The calculation puts the LUMO energy at 0.808 eV. Its SMILES is C[C@H](N)C1=NN=CNN1. Its total charge is 0. Its HOMO-LUMO gap is 9.0 eV.

Cartesian coordinates (Å):
C: -2.414 -1.265 -0.253
C: -1.675 -0.020 0.363
N: -2.162 1.335 0.008
C: -0.093 -0.154 0.204
N: 0.491 -1.310 0.033
N: 1.999 -1.276 0.016
C: 2.462 -0.085 -0.020
N: 1.888 1.132 -0.044
N: 0.497 1.101 -0.235
H: -2.234 -1.345 -1.389
H: -3.628 -1.032 -0.160
H: -1.822 -2.097 0.133
H: -1.514 -0.034 1.566
H: -2.996 1.751 0.613
H: -2.585 1.367 -0.954
H: 3.587 0.058 0.427
H: 2.224 1.688 -0.788
H: 0.309 1.920 0.347

=====

## two
Formula: C4H9N5
Source: the OMol25 dataset
Level of theory: the ωB97M-V functional and the def2-TZVPD basis

The calculation puts the LUMO energy at 0.355 eV. Its SMILES is [H]/N=C(N)/C(=N\[H])C(/N)=N/C. Its total charge is 0. Its HOMO-LUMO gap is 9.4 eV.

Cartesian coordinates (Å):
H: -1.027 -3.582 -0.942
N: -0.217 -2.986 -0.792
C: -0.497 -1.773 -0.515
N: -1.718 -1.204 -0.434
C: 0.694 -0.895 -0.298
N: 1.875 -1.337 -0.428
H: 1.883 -2.322 -0.694
C: 0.568 0.533 0.104
N: 1.748 1.198 0.053
N: -0.568 1.019 0.431
C: -0.682 2.397 0.831
H: -1.754 -0.254 -0.072
H: -2.540 -1.782 -0.465
H: 1.856 2.090 0.501
H: 2.559 0.617 -0.099
H: -0.081 2.615 1.721
H: -0.371 3.077 0.032
H: -1.729 2.586 1.065

=====

What are the relative energies? In eV: one 4.909; two 0.000.

=====

## one
Formula: C3H4N2
Source: the OMol25 dataset
Level of theory: the ωB97M-V functional and the def2-TZVPD basis

The calculation puts the LUMO energy at 1.184 eV. Its SMILES is c1cn2n1C2. Its total charge is 0. Its HOMO-LUMO gap is 10.5 eV.

Cartesian coordinates (Å):
C: 1.032 -0.239 0.641
C: 1.018 -0.025 -0.675
N: -0.397 -0.499 -0.909
N: -0.334 -0.752 0.630
C: -1.309 0.232 -0.024
H: 1.646 -0.275 1.511
H: 1.644 0.418 -1.386
H: -2.232 -0.193 -0.139
H: -1.067 1.333 0.351

=====

## two
Formula: C3H4N2
Source: the OMol25 dataset
Level of theory: the ωB97M-V functional and the def2-TZVPD basis

The calculation puts the LUMO energy at 1.164 eV. Its total charge is 0. Its HOMO-LUMO gap is 10.5 eV.

Cartesian coordinates (Å):
N: -1.438 -0.596 0.111
C: -0.683 0.578 -0.206
C: 0.703 0.617 0.403
C: 0.957 -0.537 -0.214
N: -0.358 -0.660 -0.900
H: -1.129 -0.991 1.001
H: -1.138 1.407 -0.731
H: 1.276 1.355 0.951
H: 1.810 -1.172 -0.414

=====

What are the relative energies? In eV: one 0.571; two 0.000.

=====

## one
Formula: C3H4N2
Source: the OMol25 dataset
Level of theory: the ωB97M-V functional and the def2-TZVPD basis

The calculation puts the LUMO energy at 0.934 eV. Its total charge is 0. Its HOMO-LUMO gap is 10.3 eV.

Cartesian coordinates (Å):
N: 1.749 0.848 -0.520
C: 1.812 -0.393 -0.147
C: 0.420 0.042 -0.023
C: -0.952 -0.332 -0.303
N: -0.501 0.193 1.030
H: 0.630 1.264 -0.516
H: -1.636 0.329 -0.829
H: -1.150 -1.395 -0.400
H: -0.371 -0.555 1.708

=====

## two
Formula: C3H4N2
Source: the OMol25 dataset
Level of theory: the ωB97M-V functional and the def2-TZVPD basis

The calculation puts the LUMO energy at 0.451 eV. Its total charge is 0. Its HOMO-LUMO gap is 8.6 eV.

Cartesian coordinates (Å):
N: -0.678 1.263 -0.028
C: 0.555 0.904 0.049
C: 0.905 -0.501 0.039
N: -0.097 -1.327 -0.101
C: -1.232 -1.525 -0.405
H: -0.763 2.278 -0.071
H: 1.402 1.596 0.105
H: 1.919 -0.877 0.111
H: -2.011 -1.811 0.300

=====

What are the relative energies? In eV: one 3.203; two 0.000.

=====

## one
Formula: C3H4N2
Source: the OMol25 dataset
Level of theory: the ωB97M-V functional and the def2-TZVPD basis

The calculation puts the LUMO energy at 0.509 eV. Its SMILES is [H]/N=C(/N)C#C. Its total charge is 0. Its HOMO-LUMO gap is 9.8 eV.

Cartesian coordinates (Å):
H: 0.461 2.029 -0.099
N: 1.214 1.357 0.055
C: 0.540 0.255 -0.099
N: 1.152 -0.988 0.028
C: -0.846 0.098 -0.137
C: -2.064 0.119 0.133
H: 0.510 -1.790 -0.191
H: 2.130 -1.049 0.320
H: -3.096 -0.031 -0.011

=====

## two
Formula: C3H4N2
Source: the OMol25 dataset
Level of theory: the ωB97M-V functional and the def2-TZVPD basis

The calculation puts the LUMO energy at 0.967 eV. Its SMILES is c1cn[nH]c1. Its total charge is 0. Its HOMO-LUMO gap is 10.2 eV.

Cartesian coordinates (Å):
C: 1.162 -0.084 0.126
C: 0.249 0.217 1.091
N: -0.954 0.286 0.627
N: -0.776 0.083 -0.638
C: 0.384 -0.375 -1.094
H: 2.179 -0.595 0.485
H: 0.232 0.189 2.235
H: -1.679 0.220 -1.203
H: 0.602 -0.944 -2.186

=====

What are the relative energies? In eV: one 0.113; two 0.000.